Computed, not measured: one molecule with the formula C6H5BrN2O, with the ωB97M-V functional and the def2-TZVPD basis.

Element x y z (Å)
Br: -1.937 -1.844 1.197
O: 0.561 0.601 -1.404
N: 2.040 -1.315 2.394
N: -0.477 -2.372 0.130
C: 0.771 -1.235 0.079
C: 0.186 0.053 -0.233
C: -0.662 2.064 -0.303
C: 1.439 -1.289 1.410
C: 0.054 1.849 -1.427
C: -0.497 1.001 0.491
H: -1.069 0.718 1.452
H: -0.876 -2.165 -0.813
H: 1.410 -1.638 -0.745
H: -1.239 2.927 0.002
H: 0.297 2.644 -2.230

Computed properties:
SMILES = N#C[C@@H](NBr)c1ccco1
HOMO energy = -9.083 eV
charge = 0
relative energy (zero: lowest compared OMol25 entry of this formula, charge and spin) = 0.0 kJ/mol
Kohn-Sham gap = 9.01 eV
F_max = 6.203 eV Å⁻¹
spin multiplicity = 1

These are the natural (NBO) partial charges, in e, on atoms 1 to 6: 0.162, -0.387, -0.279, -0.630, -0.190, 0.199

---

Computed, not measured: a 2-piece molecular cluster, C3H8NO3 overall, with the ωB97M-V functional and the def2-TZVPD basis.

Element x y z (Å)
O: 1.616 -1.153 -0.966
O: 0.494 -0.286 0.862
O: 2.147 1.604 1.951
N: -1.979 1.215 -0.734
C: 0.615 -0.758 -0.297
C: -2.023 -0.114 -0.290
C: -0.936 -1.072 -0.810
H: 2.706 0.854 2.021
H: -1.994 -0.165 0.810
H: -2.086 1.221 -1.682
H: -1.203 -2.127 -0.513
H: 1.580 1.488 1.123
H: -0.894 -0.943 -1.861
H: -2.982 -0.444 -0.705
H: -1.283 1.946 -0.455

Computed properties:
HOMO energy = -4.047 eV
charge = -1
relative energy (zero: lowest compared OMol25 entry of this formula, charge and spin) = 139.8 kJ/mol
Kohn-Sham gap = 8.22 eV
F_max = 3.898 eV Å⁻¹
spin multiplicity = 1

These are the natural (NBO) partial charges, in e, on atoms 1 to 6: -0.773, -0.812, -0.986, -0.859, 0.788, -0.211

---

Computed, not measured: one molecule with the formula C2H6F2N2, with the ωB97M-V functional and the def2-TZVPD basis.

Element x y z (Å)
F: -1.410 -1.549 1.327
F: 2.055 -0.483 -0.838
N: -1.418 -0.220 -0.761
N: -0.715 -0.953 0.041
C: 1.266 0.557 -0.390
C: 0.477 0.106 0.857
H: 1.111 -0.560 1.544
H: -0.156 0.908 1.291
H: -1.752 0.608 -0.304
H: 0.682 0.849 -1.215
H: 1.907 1.419 -0.134
H: -2.045 -0.680 -1.417

Computed properties:
SMILES = NN(F)CCF
HOMO energy = -9.667 eV
charge = 0
relative energy (zero: lowest compared OMol25 entry of this formula, charge and spin) = 354.3 kJ/mol
Kohn-Sham gap = 10.54 eV
F_max = 5.143 eV Å⁻¹
spin multiplicity = 1

These are the natural (NBO) partial charges, in e, on atoms 1 to 6: -0.412, -0.358, -0.603, 0.084, 0.017, -0.255

---

Computed, not measured: an isolated ion of composition C7H8N3 and charge +1, with the ωB97M-V functional and the def2-TZVPD basis.

Element x y z (Å)
N: 0.032 1.476 1.143
N: 0.778 -1.394 -1.167
N: 1.732 -2.688 0.587
C: 1.045 1.894 2.016
C: 2.095 -2.992 1.675
C: -1.700 0.117 -0.165
C: -1.175 -0.124 -1.677
C: 0.210 -0.522 -1.909
C: 1.164 -2.358 -0.559
C: -0.874 0.937 0.593
H: -1.479 0.720 -2.390
H: -2.685 0.741 -0.208
H: 1.871 1.160 2.092
H: 0.655 -0.357 -2.872
H: 0.533 2.393 2.873
H: -1.877 -1.072 -2.000
H: -1.923 -0.780 0.230
H: 1.600 2.850 1.737

Computed properties:
HOMO energy = -11.532 eV
charge = +1
relative energy (zero: lowest compared OMol25 entry of this formula, charge and spin) = 515.6 kJ/mol
Kohn-Sham gap = 7.36 eV
F_max = 7.547 eV Å⁻¹
spin multiplicity = 1

These are the natural (NBO) partial charges, in e, on atoms 1 to 6: -0.209, -0.258, -0.610, -0.493, 0.399, -0.562

---

Computed, not measured: a 6-piece molecular cluster, C15H20NO18 overall, with the ωB97M-V functional and the def2-TZVPD basis.

Element x y z (Å)
O: 0.557 0.263 0.206
O: -0.154 5.106 -2.043
O: -2.192 -4.092 -0.638
O: 2.060 0.898 -1.290
O: 4.572 -4.454 -0.477
O: -3.659 0.559 -1.713
O: 2.707 -3.598 -1.504
O: -1.391 -1.240 5.457
O: -0.952 1.028 5.200
O: -1.991 6.270 -1.315
O: -1.367 4.281 -0.462
O: 0.272 -0.521 4.163
O: 4.519 -2.686 -1.905
O: 2.219 1.535 0.822
O: -2.258 -2.841 1.154
O: -2.137 1.056 -3.212
O: -3.988 2.346 -3.060
O: -0.390 -3.608 0.543
N: 1.652 0.801 -0.050
C: 3.949 -3.661 -1.198
C: -1.601 -3.498 0.267
C: -1.542 0.059 -2.455
C: -2.653 -0.425 -1.601
C: -0.135 1.802 4.386
C: -1.186 5.323 -1.269
C: -3.347 1.371 -2.634
C: 3.676 -1.939 -2.810
C: -0.363 3.308 -0.638
C: 0.338 3.806 -1.814
C: 2.281 -2.545 -2.402
C: -1.469 -2.274 2.203
C: -0.131 -2.839 1.702
C: 0.464 0.767 3.490
C: -0.752 -0.259 5.063
H: 0.623 -1.969 1.328
H: 0.450 3.007 -2.693
H: 0.308 -3.333 2.546
H: 1.459 3.755 -1.659
H: 1.552 1.036 3.558
H: -2.376 -0.465 -0.562
H: 0.686 2.416 5.119
H: -1.090 -0.856 -2.911
H: -1.483 -1.256 2.228
H: -3.102 -1.362 -1.802
H: -0.675 2.701 3.794
H: 3.919 -0.853 -2.701
H: -0.089 0.821 2.610
H: -1.778 -2.816 2.988
H: 2.005 -2.937 -3.193
H: 0.057 3.221 0.128
H: -0.806 2.316 -0.832
H: -0.666 0.511 -2.050
H: 3.771 -2.154 -3.970
H: 1.629 -1.881 -2.090

Computed properties:
HOMO energy = -6.867 eV
charge = -1
relative energy (zero: lowest compared OMol25 entry of this formula, charge and spin) = 0.0 kJ/mol
Kohn-Sham gap = 9.11 eV
F_max = 13.573 eV Å⁻¹
spin multiplicity = 1

These are the natural (NBO) partial charges, in e, on atoms 1 to 6: -0.556, -0.469, -0.652, -0.584, -0.616, -0.452

---

Computed, not measured: a 2-piece molecular cluster, C4H14NO2 overall, with the ωB97M-V functional and the def2-TZVPD basis.

Element x y z (Å)
O: -0.999 -2.154 2.787
O: 2.121 -1.195 -0.556
N: -0.397 0.165 -0.493
C: -1.047 1.704 1.325
C: 1.495 -1.017 -1.911
C: 0.581 0.230 -1.679
C: -0.946 1.566 -0.173
H: -1.865 1.033 1.619
H: -1.207 2.736 1.609
H: 0.008 0.207 -2.618
H: -0.224 1.382 2.006
H: -0.371 -1.863 3.432
H: -0.270 2.406 -0.410
H: -1.937 1.640 -0.682
H: 1.053 -1.987 -2.309
H: -1.715 -2.549 3.285
H: -1.069 -0.660 -0.671
H: 0.351 -0.129 0.220
H: 2.279 -0.767 -2.492
H: 2.916 -1.898 -0.659
H: 1.242 1.148 -1.628

Computed properties:
HOMO energy (alpha / beta) = -17.446 / -17.439 eV
charge = +2
relative energy (zero: lowest compared OMol25 entry of this formula, charge and spin) = 287.1 kJ/mol
expectation value of S² = 0.754
Kohn-Sham gap (alpha / beta) = 9.06 / 2.57 eV
F_max = 5.759 eV Å⁻¹
spin multiplicity = 2

These are the natural (NBO) partial charges, in e, on atoms 1 to 6: -0.971, -0.132, -0.524, -0.660, -0.134, -0.277